DFT (the ωB97M-V functional and the def2-TZVPD basis) results for a 2-piece molecular cluster, C30H32N3 overall at a distorted geometry.

Geometry as XYZ:
```
65
Properties=species:S:1:pos:R:3:forces:R:3:mulliken_charge:R:1
C -5.937 -1.329 -0.516 0.3 0.1 0.2 -0.48
C -5.277 -2.298 0.254 0.0 0.3 0.0 -0.57
C -4.221 -1.928 1.089 0.1 0.2 -0.2 -0.57
C -3.804 -0.593 1.154 -0.4 0.0 -0.3 0.78
C -2.676 -0.232 2.091 0.2 -0.5 0.1 -1.03
N -1.893 0.944 1.667 0.5 0.1 -0.9 0.35
C -1.826 2.091 2.599 -0.4 0.2 0.1 -1.00
C -0.410 2.461 2.965 0.5 0.1 0.1 0.55
C -0.028 3.805 3.049 0.1 -0.3 -0.2 -0.34
C 1.308 4.134 3.293 -0.1 -0.1 0.2 -0.65
C 2.259 3.125 3.489 -0.2 -0.1 -0.1 -0.47
C 1.869 1.783 3.418 -0.3 0.1 0.1 -0.77
C 0.532 1.454 3.185 0.2 0.3 -0.2 -0.17
C -1.231 0.943 0.510 -0.8 -0.3 1.0 -1.14
C -0.571 2.072 0.001 0.6 0.6 -0.5 0.49
C 0.426 1.979 -0.943 -0.9 -0.3 0.7 -0.30
C 1.215 3.093 -1.403 0.8 1.1 -0.5 0.79
C 2.350 2.887 -2.235 -0.6 -0.1 0.3 -0.46
C 3.118 3.956 -2.689 -0.1 0.2 0.1 -0.60
C 2.784 5.274 -2.330 -0.2 -0.6 0.1 -0.39
C 1.680 5.498 -1.498 -0.2 -0.3 0.1 -0.76
C 0.908 4.430 -1.036 0.3 -0.2 -0.2 -0.16
C -4.460 0.374 0.389 -0.1 -0.3 -0.1 -0.05
C -5.520 0.005 -0.449 0.2 -0.1 0.2 -0.68
H -6.773 -1.610 -1.159 0.3 0.1 0.2 0.39
H -5.592 -3.342 0.208 0.1 0.3 0.0 0.39
H -3.689 -2.664 1.697 -0.3 0.1 -0.2 0.36
H -3.057 -0.020 3.101 0.1 -0.1 -0.4 0.41
H -2.009 -1.106 2.169 -0.1 0.3 0.1 0.42
H -2.333 2.965 2.157 0.1 -0.3 0.1 0.33
H -2.396 1.795 3.493 0.2 0.2 -0.4 0.54
H -0.785 4.579 2.884 0.3 -0.2 0.1 0.44
H 1.602 5.184 3.331 0.0 -0.3 0.0 0.41
H 3.300 3.378 3.696 -0.3 0.0 -0.1 0.41
H 2.590 0.975 3.544 -0.1 0.3 0.0 0.41
H 0.222 0.408 3.117 0.2 0.3 0.1 0.38
H -1.247 -0.001 -0.051 0.1 0.3 0.2 0.41
H -0.857 3.052 0.399 0.3 -0.5 0.0 0.31
H 0.658 0.983 -1.331 0.0 0.3 0.0 0.32
H 2.604 1.858 -2.501 0.0 0.3 0.0 0.37
H 3.981 3.771 -3.332 -0.3 0.0 0.2 0.39
H 3.375 6.116 -2.695 -0.2 -0.3 0.1 0.40
H 1.405 6.512 -1.203 0.1 -0.3 -0.1 0.40
H 0.053 4.625 -0.389 0.3 0.1 -0.2 0.42
H -4.133 1.415 0.442 -0.2 -0.3 -0.1 0.30
H -6.016 0.779 -1.034 0.1 -0.3 0.1 0.41
C -2.870 0.929 -7.969 -0.2 -0.1 0.0 -1.11
N -3.055 2.022 -7.043 0.1 0.0 0.2 0.05
C -3.676 3.194 -7.614 0.2 0.1 -0.1 -1.08
C -2.705 1.942 -5.724 0.1 0.0 0.1 1.05
C -2.314 3.099 -5.000 0.1 -0.5 0.6 -0.66
C -1.910 2.938 -3.668 -0.4 -0.2 -0.9 -0.45
N -1.916 1.765 -3.027 -0.2 0.0 0.4 -0.19
C -2.358 0.690 -3.686 0.1 0.2 -1.0 -0.51
C -2.714 0.698 -5.041 0.2 0.4 0.7 -0.65
H -2.215 0.168 -7.529 -0.2 0.2 -0.3 0.38
H -3.838 0.480 -8.243 0.3 -0.1 0.0 0.33
H -2.413 1.335 -8.885 0.0 -0.3 0.2 0.33
H -3.957 3.895 -6.819 0.0 -0.2 -0.4 0.37
H -2.993 3.685 -8.326 -0.2 0.1 0.2 0.32
H -4.571 2.874 -8.169 0.1 0.2 0.2 0.33
H -2.261 4.082 -5.473 0.0 -0.4 0.2 0.37
H -1.570 3.805 -3.102 0.0 -0.2 -0.1 0.38
H -2.432 -0.237 -3.117 0.1 0.1 -0.1 0.41
H -3.027 -0.224 -5.536 0.0 0.4 0.2 0.37
```
Forces are in eV/Å.

## Properties
Orbital gap   6.0 eV
LUMO energy   -4.0969 eV
HOMO   -10.061 eV
Electronic energy   -1326.39124 Eh
Total charge   +1